The following is a quantum chemistry calculation of a molecular structure, C34H29IrN4O7S in a non-equilibrium geometry, from the OMol25 dataset.

Each line ends with the Mulliken charge.
CARTESIAN COORDINATES (ANGSTROEM)
H  1.66716  -0.53344  7.14511  0.347
H  -2.49574  5.28006  1.76281  0.422
C  1.68476  -0.64334  6.06861  -0.641
C  2.68116  -1.39474  5.45961  -0.490
H  3.40386  -0.79714  -3.82929  0.270
H  1.00636  2.88116  3.14201  0.369
C  -1.04004  3.25876  -1.74269  -0.740
C  -1.01764  2.32936  -5.32919  -0.536
H  -4.64874  -2.22574  2.14241  0.406
H  -3.14164  6.60636  3.75861  0.384
C  2.69806  -2.67364  -3.09649  1.147
C  -2.30544  5.92326  3.80131  -0.752
C  -0.51174  4.91016  5.03871  -0.668
Ir  -0.25904  0.74056  0.22091  2.789
C  -1.94194  5.19946  2.68541  -0.484
S  -0.62584  0.56666  3.07811  -0.113
N  -1.22564  3.70076  0.45441  -0.814
H  -1.93904  -2.00244  2.21901  0.609
C  -2.63404  -1.46624  1.60331  -0.417
C  1.41736  -2.41494  -2.60189  0.951
O  -1.61664  0.50206  -1.70989  -0.345
C  -4.02754  -1.57884  1.55791  -1.038
H  -1.27184  0.36576  -6.15669  0.411
C  -4.42344  -0.67114  0.60041  -0.329
N  -2.22734  -0.55224  0.73951  -0.369
C  -0.95104  3.07156  -4.17789  -1.002
H  1.70426  -7.10214  -3.61099  0.345
H  3.48106  -2.05264  3.57691  0.442
C  0.47446  -3.43344  -2.49549  0.987
H  -1.25494  -2.20824  -2.11639  0.020
H  -0.07894  0.53076  5.77001  0.397
C  -0.11724  4.18486  3.91101  0.298
O  1.28396  -0.06024  -2.93839  -0.756
H  -1.62724  -0.72264  -3.98439  0.372
H  -0.84214  -3.32264  -0.83949  0.300
C  -1.11334  2.47556  -2.91939  0.831
H  3.43116  -1.89734  6.05551  0.369
H  -0.88214  2.79776  -6.29469  0.395
O  0.48376  -0.97104  -1.05429  -1.040
O  1.63596  0.11866  1.17771  -0.591
C  0.71426  -0.14944  3.90601  1.057
H  -5.39624  -0.40974  0.23641  0.458
C  1.94016  -0.94854  1.77581  0.105
C  0.71056  -0.04034  5.30441  -0.643
C  -1.38054  1.06886  -2.82599  0.208
H  -0.75884  4.13566  -4.22809  0.370
O  0.95136  3.38646  3.99791  -0.702
C  1.04266  -0.98774  -2.17849  -0.172
C  2.07146  -4.98944  -3.43779  0.782
C  -1.44694  0.33966  -4.04389  -0.182
C  3.73806  -1.59854  -3.17309  -1.547
N  -3.31344  -0.07554  0.14811  0.195
C  2.43256  -6.36184  -3.93279  -1.523
C  3.00156  -3.96154  -3.51229  -0.985
O  2.44186  -1.97204  1.33591  -0.710
C  -1.59484  5.76176  4.98381  -0.371
H  3.88956  -1.15674  -2.19049  0.276
H  4.68346  -1.99854  -3.53989  0.377
C  2.71066  -1.48654  4.08031  -0.753
H  2.46966  -6.36574  -5.02359  0.289
H  -1.89664  6.30386  5.86851  0.376
C  1.75096  -0.86644  3.29631  0.315
H  -3.15834  0.54216  -0.64459  0.179
H  -1.59534  -3.94174  -2.32149  0.442
C  -1.25054  0.95136  -5.24919  -0.653
C  0.81836  -4.71214  -2.92029  -1.005
C  -0.89174  -3.21224  -1.92119  -1.713
H  0.08906  -5.50814  -2.83129  0.313
H  3.41506  -6.65354  -3.56589  0.366
O  0.37906  2.60996  1.60941  -0.876
C  -0.53354  3.49696  1.55331  1.028
H  0.05316  4.77876  5.95021  0.435
C  -0.85864  4.32546  2.72171  0.402
N  -1.08614  2.81016  -0.52359  0.513
H  3.98806  -4.17624  -3.90299  0.314
H  -0.96274  4.34206  -1.87269  0.302

Forces on the atoms, in the same order (eV/Å):
-0.035 -0.007 0.054
-0.020 0.053 -0.076
0.072 -0.216 0.119
0.085 0.027 0.080
0.042 0.035 -0.004
-0.011 0.050 0.310
-0.273 0.695 -1.139
0.182 0.910 0.336
-0.128 -0.119 0.078
-0.075 0.004 -0.003
-0.090 -0.212 -0.143
-0.219 0.090 -0.137
0.112 -0.044 0.099
1.296 -0.571 -0.392
-0.005 0.052 0.123
-0.646 -0.356 0.011
-0.637 1.124 -1.527
0.195 0.063 0.072
-0.072 0.002 -0.075
-0.092 0.551 0.044
0.005 0.171 -1.254
-0.059 0.020 -0.111
-0.023 -0.090 -0.048
-0.133 -0.081 0.137
0.805 0.327 -0.150
0.083 0.180 -0.675
-0.046 -0.092 0.012
0.016 -0.036 -0.064
0.137 -0.059 -0.132
-0.123 0.044 0.044
-0.044 0.102 0.107
-0.026 -0.024 -0.187
-0.048 0.982 -0.320
0.025 -0.095 0.066
-0.113 0.050 0.122
0.298 0.262 1.052
0.067 0.033 0.036
0.027 0.046 0.021
-0.860 0.538 1.444
-0.848 1.588 -1.265
0.527 -0.140 0.221
-0.165 0.058 -0.123
0.253 -1.326 1.714
-0.131 0.134 -0.201
-0.290 -0.553 0.906
0.006 0.048 0.022
-0.011 0.039 -0.097
0.456 -1.370 -0.340
-0.008 -0.040 0.022
-0.028 -0.247 -0.917
0.001 0.118 -0.110
-0.378 0.115 -0.176
-0.013 0.132 -0.029
-0.068 0.018 0.063
0.027 0.166 -0.431
0.153 -0.087 -0.025
0.084 0.072 0.090
0.028 -0.030 0.047
-0.017 -0.093 0.189
0.012 -0.107 -0.053
0.029 0.061 0.088
-0.046 0.033 -0.389
-0.109 -0.149 0.201
-0.048 -0.076 -0.006
-0.287 -0.909 0.510
0.112 -0.042 -0.062
-0.055 -0.002 0.009
-0.076 -0.080 -0.031
0.067 -0.097 0.008
-0.190 0.631 -0.258
0.653 -0.999 0.255
0.044 -0.027 0.053
0.150 -0.086 0.142
0.431 -1.080 1.951
0.143 0.012 -0.020
-0.076 -0.094 0.116

Output
total energy: -69693.71544 eV
net charge: -1
2S+1: 6
HOMO (spin up / spin down): -4.9 / -4.7 eV
⟨S²⟩: 8.83
molar mass: 829.91 g mol⁻¹
relative energy (zero: lowest compared OMol25 entry of this formula, charge and spin): 61.1 kcal/mol
LUMO level (spin up / spin down): 2.1 / -0.5 eV